Below is a structure of composition C40H48ClInN9O4, with properties calculated with the ωB97M-V functional and the def2-TZVPD basis.

As for the strongest force on any atom: 2.13 eV Å⁻¹. The total energy comes out at -2996.16756 a.u. Its spin multiplicity is 1. The total charge is +3.

Each line ends with the Mulliken charge.
Atoms and positions in Å:
1 In 0.2047 -0.2161 0.4622  1.90
2 C 2.0361 3.3392 2.4872  -0.66
3 C 1.4705 2.0676 2.5273  0.05
4 N 1.7562 1.1732 1.5901  0.00
5 C 2.6022 1.5203 0.6092  0.52
6 C 3.0737 2.8279 0.5269  -0.75
7 N 2.7873 3.7128 1.4640  -0.43
8 C 3.0540 0.4487 -0.2893  0.83
9 C 4.2874 0.5087 -0.9187  -1.04
10 C 4.7415 -0.5998 -1.6318  0.40
11 C 3.9392 -1.7395 -1.6590  -0.81
12 C 2.7152 -1.7111 -1.0152  0.67
13 N 2.2734 -0.6245 -0.3617  -0.37
14 C 1.8392 -2.8877 -0.8851  0.02
15 C 1.9168 -4.0814 -1.6040  -0.39
16 N 1.1061 -5.0872 -1.3182  -0.49
17 C 0.2203 -4.9529 -0.3382  -0.67
18 C 0.1120 -3.7461 0.3480  -0.15
19 N 0.9298 -2.7460 0.0538  0.11
20 C 6.0498 -0.5710 -2.3155  0.29
21 C 6.1813 -1.1040 -3.5937  -0.56
22 C 7.4222 -1.0280 -4.2165  -0.45
23 N 8.4667 -0.4744 -3.6214  -0.51
24 C 8.3587 0.0330 -2.4036  -0.48
25 C 7.1564 0.0104 -1.7058  -0.50
26 H 1.8757 4.0604 3.2725  0.51
27 H 0.8068 1.7602 3.3259  0.49
28 H 3.6815 3.1741 -0.3004  0.46
29 H 4.9087 1.3899 -0.8473  0.71
30 H 4.3070 -2.6374 -2.1345  0.75
31 H 2.6144 -4.2337 -2.4184  0.42
32 H -0.4094 -5.8056 -0.1166  0.44
33 H -0.6176 -3.5838 1.1309  0.37
34 H 5.3343 -1.5348 -4.1134  0.49
35 H 7.5712 -1.4162 -5.2166  0.39
36 H 9.2476 0.4766 -1.9723  0.39
37 H 7.0976 0.4220 -0.7058  0.52
38 C 0.5371 -1.7887 3.6201  -1.03
39 O -0.4396 -1.1693 2.7658  0.05
40 C -1.7920 -1.4923 3.0290  -0.82
41 C -2.6657 -0.3441 2.5104  -0.51
42 O -2.3999 0.1630 1.1802  0.02
43 C -3.2495 -0.2271 0.0919  -0.65
44 C -2.6728 -1.3562 -0.7036  -0.56
45 O -1.4363 -0.9369 -1.2868  -0.17
46 C -1.5937 -0.3007 -2.5745  -0.87
47 H 0.4442 -1.4100 4.6385  0.38
48 H 0.4207 -2.8739 3.6265  0.39
49 H 1.5154 -1.5284 3.2223  0.27
50 H -2.0305 -2.4534 2.5598  0.38
51 H -1.9855 -1.5722 4.1017  0.52
52 H -3.7132 -0.6379 2.5991  0.47
53 H -2.4811 0.5133 3.1613  0.24
54 H -4.2503 -0.4813 0.4461  0.52
55 H -3.3169 0.6453 -0.5630  0.30
56 H -2.4675 -2.2169 -0.0681  0.03
57 H -3.3857 -1.6548 -1.4756  0.63
58 H -1.9901 -1.0128 -3.2980  0.32
59 H -2.2546 0.5671 -2.5216  0.34
60 H -0.6046 0.0245 -2.8941  0.31
61 C -0.9649 5.0184 3.1974  -1.79
62 C -2.4482 5.3730 3.2641  2.16
63 C -2.6086 6.4498 4.3488  -1.83
64 C -3.2309 4.1233 3.6833  -1.72
65 C -2.9370 5.9286 1.8738  1.59
66 O -2.0106 6.8422 1.3264  -0.70
67 C -4.3048 6.6307 2.0654  -1.03
68 C -5.0236 7.0941 0.7790  -1.44
69 C -5.8948 6.0838 0.0993  0.34
70 C -6.9150 5.4280 0.8122  -0.19
71 C -7.7020 4.4736 0.2103  -0.87
72 C -7.4913 4.1600 -1.1397  0.34
73 Cl -8.4428 2.9627 -1.8861  -0.19
74 C -6.5216 4.8419 -1.8848  -0.90
75 C -5.7418 5.7938 -1.2672  -0.18
76 C -3.0961 4.8416 0.7885  -2.96
77 N -1.9189 4.0334 0.4349  1.25
78 C -1.7032 2.7282 0.6053  -0.74
79 N -0.5261 2.3928 0.0661  0.27
80 C -0.0656 3.5766 -0.4380  -0.76
81 N -0.8823 4.5745 -0.2306  -0.77
82 H -0.5885 4.8742 4.2126  0.61
83 H -0.3905 5.8149 2.7269  0.47
84 H -0.7996 4.0928 2.6469  -0.07
85 H -2.1131 6.1185 5.2617  0.50
86 H -3.6516 6.6354 4.5986  0.39
87 H -2.1394 7.3927 4.0597  0.40
88 H -2.9612 3.8602 4.7075  0.52
89 H -2.9913 3.2662 3.0477  0.01
90 H -4.3104 4.2784 3.6641  0.35
91 H -1.9132 7.6072 1.9055  0.64
92 H -4.1100 7.5284 2.6491  0.63
93 H -4.9663 5.9885 2.6479  0.48
94 H -4.3016 7.5180 0.0793  0.43
95 H -5.6890 7.9087 1.0870  0.42
96 H -7.1067 5.6957 1.8444  0.46
97 H -8.4927 3.9788 0.7581  0.46
98 H -6.4034 4.6264 -2.9382  0.46
99 H -5.0079 6.3396 -1.8489  0.51
100 H -3.3471 5.3717 -0.1281  0.75
101 H -3.9045 4.1649 1.0588  0.54
102 H -2.3892 2.0480 1.0728  0.61
103 H 0.8604 3.6843 -0.9769  0.54

---

Below is an isolated molecule of C4H10SSi, with properties calculated with the ωB97M-V functional and the def2-TZVPD basis.

The relative energy (zero: lowest compared OMol25 entry of this formula, charge and spin) is 26.8 kJ/mol. As for the strongest force on any atom: 4.95 eV Å⁻¹. As for the structure (SMILES): S[SiH]1CCCC1. Its spin multiplicity is 1.

Each line ends with the Mulliken charge.
Atoms and positions in Å:
1 S 3.1682 0.0659 -0.3471  -0.32
2 Si 1.2664 -0.1905 0.6547  0.53
3 C 0.1993 1.2706 0.2749  -0.65
4 C -1.1814 0.6698 0.0418  -0.71
5 C -0.9658 -0.6349 -0.7372  -0.50
6 C 0.1797 -1.5584 -0.1315  -0.79
7 H 3.3541 -1.1777 -0.2832  0.08
8 H 1.6222 -0.2475 2.0136  -0.20
9 H 0.6889 1.8794 -0.5299  0.34
10 H 0.2075 1.7789 1.2608  0.27
11 H -1.8005 1.3360 -0.5797  0.29
12 H -1.6259 0.3601 0.8771  0.39
13 H -1.9299 -1.2221 -0.7801  0.31
14 H -0.5711 -0.2907 -1.7995  0.26
15 H -0.0951 -2.0905 0.7172  0.32
16 H 0.6349 -2.2503 -0.8408  0.39

---

Below is a structure of composition C9H8FKNO9P, with properties calculated with the ωB97M-V functional and the def2-TZVPD basis.

As for the strongest force on any atom: 3.21 eV Å⁻¹. The total energy comes out at -2120.84362 a.u. Its spin multiplicity is 1. The total charge is -2.

Each line ends with the Mulliken charge.
Atoms and positions in Å:
1 K -3.1247 -0.7138 -0.5801  0.81
2 P -3.5665 -0.1977 2.1557  0.53
3 O -3.5349 0.4692 3.5565  -0.79
4 O -4.0356 -1.6114 1.9111  -0.80
5 O -2.0740 -0.1587 1.6254  -0.82
6 O -4.2635 0.7141 1.0335  -0.91
7 C -0.9595 2.1039 2.9599  -0.37
8 C -1.9972 2.7414 2.0132  0.62
9 O -1.3529 2.7495 0.7305  -0.24
10 C -0.0588 2.7326 0.9283  0.82
11 O 0.8104 3.0943 0.1209  -0.75
12 O 0.2956 2.3707 2.1557  -0.39
13 F -2.0793 4.0876 2.3181  -0.36
14 H -1.2409 1.0042 2.9211  0.28
15 H -0.7191 2.5995 3.8828  0.31
16 H -2.9251 2.1822 2.1320  0.09
17 C 3.9296 -2.6076 -2.2419  -0.40
18 C 2.7407 -3.3602 -2.1420  -0.39
19 C 1.5162 -2.7457 -2.1493  -0.48
20 C 1.4338 -1.3721 -2.0782  0.40
21 C 2.5716 -0.5591 -2.1860  -0.35
22 C 3.8501 -1.1596 -2.3046  -0.50
23 N 0.1173 -0.6563 -1.9625  0.81
24 O -0.8323 -1.0707 -2.6094  -0.60
25 O 0.0634 0.2483 -1.1602  -0.35
26 H 4.9208 -3.0720 -2.3469  0.32
27 H 2.7484 -4.4302 -2.0225  0.35
28 H 0.6085 -3.3251 -2.1539  0.39
29 H 2.3900 0.5194 -2.1333  0.41
30 H 4.7681 -0.5765 -2.3740  0.35

---

Below is an isolated molecule of C18H11NO3S, with properties calculated with the ωB97M-V functional and the def2-TZVPD basis.

The relative energy (zero: lowest compared OMol25 entry of this formula, charge and spin) is 182.4 kJ/mol. As for the strongest force on any atom: 4.81 eV Å⁻¹. As for the structure (SMILES): O=C1c2ccccc2C(=O)C1C1=N[C@H]2c3ccccc3O[C@H]2S1. Its spin multiplicity is 1.

Each line ends with the Mulliken charge.
Atoms and positions in Å:
1 O -1.0956 -1.4422 2.3158  -0.54
2 C -0.7167 -1.6813 1.2341  -0.19
3 C -1.2694 -2.9315 0.6165  0.57
4 C -2.0151 -4.0422 1.0770  -0.73
5 C -2.4483 -4.9427 0.0917  -0.54
6 C -2.1472 -4.6743 -1.2392  -0.45
7 C -1.4608 -3.5837 -1.6349  -0.53
8 C -1.0246 -2.6628 -0.7395  0.40
9 C -0.2213 -1.4189 -1.0135  -0.26
10 O 0.2820 -0.9758 -2.0345  -0.59
11 C -0.0667 -0.6852 0.2603  0.85
12 C -0.7318 0.6517 0.2875  -0.02
13 N -0.6006 1.5187 1.2983  -0.57
14 C -1.2919 2.8026 1.0891  -0.13
15 C -0.1468 3.8527 0.9353  0.57
16 C 0.8154 4.2075 1.8131  -0.50
17 C 1.7799 5.1752 1.4242  -0.60
18 C 1.6444 5.8052 0.2144  -0.23
19 C 0.6020 5.4925 -0.6855  -1.05
20 C -0.2268 4.4544 -0.3076  0.50
21 O -1.3655 3.9418 -0.9798  -0.50
22 C -2.0037 2.7925 -0.2867  -0.03
23 S -1.7625 1.1960 -1.0657  -0.18
24 H -2.3312 -4.0401 2.0524  0.58
25 H -2.9517 -5.8139 0.3058  0.49
26 H -2.5028 -5.3159 -2.0159  0.39
27 H -1.4547 -3.3737 -2.6706  0.46
28 H 0.9450 -0.7082 0.6193  0.44
29 H -1.9291 2.9769 1.9199  0.64
30 H 1.0138 3.8096 2.8511  0.32
31 H 2.7341 5.2249 1.9587  0.33
32 H 2.4157 6.5574 0.0258  0.34
33 H 0.5928 6.1405 -1.5730  0.38
34 H -3.0945 2.8628 -0.0257  0.39

---

> The lowest strongest force on any atom belongs to which entry?

C40H48ClInN9O4

---

> Which formula does entry 4 have?

C18H11NO3S

---

Please write out number 2 again, unchanged.
Below is an isolated molecule of C4H10SSi, with properties calculated with the ωB97M-V functional and the def2-TZVPD basis.

The relative energy (zero: lowest compared OMol25 entry of this formula, charge and spin) is 26.8 kJ/mol. As for the strongest force on any atom: 4.95 eV Å⁻¹. As for the structure (SMILES): S[SiH]1CCCC1. Its spin multiplicity is 1.

Each line ends with the Mulliken charge.
Atoms and positions in Å:
1 S 3.1682 0.0659 -0.3471  -0.32
2 Si 1.2664 -0.1905 0.6547  0.53
3 C 0.1993 1.2706 0.2749  -0.65
4 C -1.1814 0.6698 0.0418  -0.71
5 C -0.9658 -0.6349 -0.7372  -0.50
6 C 0.1797 -1.5584 -0.1315  -0.79
7 H 3.3541 -1.1777 -0.2832  0.08
8 H 1.6222 -0.2475 2.0136  -0.20
9 H 0.6889 1.8794 -0.5299  0.34
10 H 0.2075 1.7789 1.2608  0.27
11 H -1.8005 1.3360 -0.5797  0.29
12 H -1.6259 0.3601 0.8771  0.39
13 H -1.9299 -1.2221 -0.7801  0.31
14 H -0.5711 -0.2907 -1.7995  0.26
15 H -0.0951 -2.0905 0.7172  0.32
16 H 0.6349 -2.2503 -0.8408  0.39